The following is a quantum chemistry calculation of 7 unconnected molecules or ions with the total composition C27H67BrN3O6 at a distorted geometry, from the Open Molecules 2025 dataset.

Atoms and positions in Å:
N (1.30979, -1.77557, 2.32389)
C (-0.06218, -1.71679, 2.27563)
N (-0.71458, -0.55567, 1.49581)
C (-2.03566, -0.43152, 2.28434)
C (-2.40761, -2.06107, 2.28526)
Br (-2.20835, -2.74249, 0.37835)
N (-1.13490, -2.59042, 2.91756)
H (1.82679, -0.86121, 2.25805)
H (1.88621, -2.63696, 2.46187)
H (-0.14553, 0.31992, 1.42908)
H (-2.78628, 0.27393, 1.72976)
H (-1.83302, -0.26478, 3.44023)
H (-3.45180, -2.38247, 2.71739)
H (-0.97490, -3.62687, 2.88029)
C (4.79165, 3.26451, 2.97488)
C (4.11770, 1.91268, 2.81723)
O (3.23843, 1.84571, 1.69866)
C (3.82782, 2.03280, 0.41420)
C (4.85913, 0.97334, 0.06806)
H (4.05226, 4.06998, 2.95073)
H (5.33786, 3.31212, 3.92079)
H (5.50415, 3.45039, 2.16497)
H (3.50365, 1.72267, 3.70482)
H (4.85463, 1.10440, 2.77184)
H (4.25012, 3.03872, 0.33081)
H (3.01095, 1.97649, -0.31261)
H (5.74939, 1.06292, 0.69776)
H (5.17442, 1.07239, -0.97495)
H (4.45084, -0.03037, 0.22030)
C (-5.69822, -0.25739, -3.58414)
C (-4.80568, 0.96702, -3.68759)
O (-4.15361, 1.29692, -2.46498)
C (-3.25644, 0.32174, -1.93931)
C (-2.08044, 0.03367, -2.85577)
H (-6.38102, -0.16708, -2.73461)
H (-6.28399, -0.38268, -4.49877)
H (-5.10880, -1.16753, -3.43451)
H (-5.42674, 1.83110, -3.94955)
H (-4.07256, 0.85716, -4.49313)
H (-3.79565, -0.59615, -1.68656)
H (-2.87441, 0.72824, -0.99723)
H (-2.40174, -0.47914, -3.76732)
H (-1.34943, -0.60517, -2.35118)
H (-1.58828, 0.96254, -3.15957)
C (-2.12934, -6.24263, -0.57757)
C (-0.64738, -6.40898, -0.29010)
O (-0.35482, -7.52440, 0.54597)
C (-0.70232, -8.80966, 0.03649)
C (0.03901, -9.16910, -1.23909)
H (-2.70698, -6.25684, 0.35098)
H (-2.31510, -5.29862, -1.09691)
H (-2.50535, -7.05389, -1.20895)
H (-0.29326, -5.52049, 0.24485)
H (-0.06688, -6.46431, -1.21659)
H (-1.78523, -8.88625, -0.09986)
H (-0.43400, -9.53352, 0.81286)
H (-0.28174, -8.54237, -2.07660)
H (-0.14841, -10.21254, -1.50967)
H (1.11653, -9.02371, -1.11606)
C (1.26042, 2.34956, -4.91974)
C (1.80864, 2.31060, -3.50396)
O (3.20910, 2.56032, -3.43233)
C (3.65136, 3.83785, -3.88459)
C (3.08410, 4.98983, -3.07402)
H (1.85305, 1.71135, -5.58121)
H (0.22095, 2.01109, -4.93735)
H (1.29122, 3.36382, -5.33022)
H (1.65273, 1.30534, -3.09636)
H (1.26472, 2.99822, -2.84840)
H (3.43738, 3.96054, -4.95057)
H (4.74148, 3.84206, -3.78305)
H (2.00697, 5.09701, -3.23342)
H (3.56126, 5.93156, -3.36139)
H (3.24133, 4.82593, -2.00363)
C (-11.29121, -0.90114, -0.14420)
C (-10.04639, -1.07838, -0.99598)
O (-10.29089, -0.93601, -2.39195)
C (-10.76781, 0.33473, -2.82783)
C (-9.78930, 1.46521, -2.56252)
H (-12.10454, -1.53269, -0.51259)
H (-11.08305, -1.16163, 0.89703)
H (-11.64501, 0.13444, -0.16790)
H (-9.66571, -2.09576, -0.85108)
H (-9.24763, -0.40076, -0.67775)
H (-11.74668, 0.54670, -2.38734)
H (-10.92342, 0.25313, -3.90849)
H (-9.68719, 1.66073, -1.49086)
H (-10.13145, 2.38780, -3.04091)
H (-8.79501, 1.21601, -2.94542)
C (9.63892, 4.60125, 6.85622)
C (8.96496, 3.24942, 6.69856)
O (8.08569, 3.18245, 5.58000)
C (8.67509, 3.36954, 4.29554)
C (9.70640, 2.31008, 3.94940)
H (8.89952, 5.40672, 6.83207)
H (10.18512, 4.64886, 7.80213)
H (10.35141, 4.78713, 6.04630)
H (8.35091, 3.05941, 7.58616)
H (9.70189, 2.44114, 6.65318)
H (9.09738, 4.37545, 4.21215)
H (7.85821, 3.31323, 3.56873)
H (10.59666, 2.39966, 4.57910)
H (10.02169, 2.40913, 2.90638)
H (9.29810, 1.30637, 4.10163)

The net charge is +1. For the strongest force on any atom, the calculation gives 0.108 Eh/bohr. The value obtained for the HOMO energy is -11.00 eV. As for the spin multiplicity: 1.

=====

The following is a quantum chemistry calculation of 10 unconnected molecules or ions with the total composition C27H68BF8NO12S10, from the Open Molecules 2025 dataset.

Atoms and positions in Å:
C (2.41904, 0.87447, 1.30456)
C (1.06646, 0.20109, 1.38787)
F (1.23671, -1.10362, 1.91233)
C (0.05150, 0.94429, 2.30665)
B (-1.10810, 1.50203, 1.41358)
C (-0.84972, 2.52214, 0.26664)
C (-1.87543, 3.65735, 0.01137)
O (-2.94502, 3.23867, -0.82810)
C (-2.45212, 4.25885, 1.28569)
N (-1.41048, 4.80923, 2.15725)
S (-2.82744, 0.79139, 1.88039)
O (-2.94526, 1.01858, 3.30434)
O (-3.94354, 1.12506, 1.04083)
C (-2.52751, -1.06307, 1.69283)
F (-2.27602, -1.54344, 2.91594)
F (-1.42193, -1.21917, 0.93628)
C (-3.71124, -1.89215, 1.13659)
F (-3.47120, -3.18246, 1.44344)
F (-4.81039, -1.51118, 1.76840)
C (-3.97163, -1.89800, -0.39448)
F (-4.94528, -2.77204, -0.61791)
F (-4.33306, -0.74410, -0.88569)
F (-2.88826, -2.30892, -1.04563)
H (2.89946, 0.85625, 2.28907)
H (3.06686, 0.42645, 0.54805)
H (2.27777, 1.92656, 1.02475)
H (0.66299, 0.06084, 0.37580)
H (-0.31034, 0.22162, 3.04316)
H (0.55709, 1.77432, 2.81789)
H (-0.68991, 1.98882, -0.68553)
H (0.11943, 2.99473, 0.48928)
H (-1.33015, 4.46598, -0.49760)
H (-2.59134, 3.21383, -1.73058)
H (-3.09338, 5.09043, 0.96747)
H (-3.11671, 3.55551, 1.80741)
H (-1.82966, 5.03981, 3.05396)
H (-0.68470, 4.12674, 2.35479)
C (1.84995, 2.59784, -5.24180)
S (0.08902, 2.65628, -4.89672)
O (-0.04397, 2.92132, -3.43428)
C (-0.23615, 0.91619, -5.12354)
H (2.25082, 3.59956, -5.10238)
H (2.33055, 1.90701, -4.54856)
H (2.00104, 2.28048, -6.27357)
H (0.40010, 0.33418, -4.45466)
H (-0.04568, 0.65199, -6.16484)
H (-1.28887, 0.74699, -4.89179)
C (-5.79681, -0.28090, -5.39431)
S (-4.33568, -0.38993, -4.35698)
O (-3.16837, -0.06115, -5.23005)
C (-4.34665, -2.17597, -4.17945)
H (-5.93237, 0.76583, -5.65893)
H (-5.65072, -0.87865, -6.29351)
H (-6.66349, -0.63441, -4.83577)
H (-4.29034, -2.64031, -5.16414)
H (-5.25482, -2.48144, -3.65892)
H (-3.47554, -2.45289, -3.58978)
C (-6.81392, 4.35715, 3.44202)
S (-5.55608, 4.34548, 4.72515)
O (-4.28173, 4.72983, 4.06642)
C (-5.50169, 2.56080, 4.92057)
H (-6.96141, 5.39065, 3.13525)
H (-6.46840, 3.76375, 2.59510)
H (-7.74478, 3.95585, 3.84319)
H (-5.24530, 2.10082, 3.96638)
H (-6.46774, 2.20601, 5.28140)
H (-4.72878, 2.33497, 5.65229)
C (7.16196, -0.43477, -0.97302)
S (5.74691, 0.23155, -1.84617)
O (4.93095, 0.94796, -0.82021)
C (4.94003, -1.34527, -2.14205)
H (7.76919, 0.40347, -0.63855)
H (6.83100, -1.01320, -0.11371)
H (7.74677, -1.06046, -1.64762)
H (4.76309, -1.84665, -1.19056)
H (5.57088, -1.95735, -2.78613)
H (3.99227, -1.14809, -2.63932)
C (10.22609, -2.41968, 2.91343)
S (8.43956, -2.56877, 2.82355)
O (8.01112, -1.68523, 1.69589)
C (8.08347, -1.71365, 4.35730)
H (10.64186, -2.86780, 2.01333)
H (10.49644, -1.36512, 2.96481)
H (10.58880, -2.95394, 3.79151)
H (8.47789, -0.69977, 4.31780)
H (8.51962, -2.27476, 5.18468)
H (7.00335, -1.66811, 4.47304)
C (0.41976, -3.35494, -0.24717)
S (1.82436, -4.44223, -0.50356)
O (2.37447, -4.11941, -1.84657)
C (0.86334, -5.95097, -0.68577)
H (0.80125, -2.34149, -0.14671)
H (-0.25092, -3.42296, -1.10441)
H (-0.09570, -3.63830, 0.67066)
H (0.15966, -5.83469, -1.51016)
H (0.33700, -6.16022, 0.24568)
H (1.55802, -6.75944, -0.90374)
C (-4.33465, -4.83775, 6.39213)
S (-2.56152, -4.64542, 6.62203)
O (-2.32975, -4.50715, 8.08176)
C (-2.46337, -2.99790, 5.91437)
H (-4.61852, -5.79953, 6.81420)
H (-4.85565, -4.03549, 6.91453)
H (-4.56671, -4.82006, 5.32699)
H (-3.11761, -2.32332, 6.46668)
H (-2.75148, -3.03735, 4.86443)
H (-1.43213, -2.66070, 5.99713)
C (-4.61149, 1.09614, -9.89076)
S (-3.18745, 0.99291, -8.79571)
O (-1.99111, 1.30585, -9.61911)
C (-3.22455, -0.79298, -8.60531)
H (-4.73545, 2.14043, -10.16967)
H (-4.43168, 0.49381, -10.78137)
H (-5.50063, 0.74885, -9.36343)
H (-3.13952, -1.26242, -9.58574)
H (-4.15126, -1.08618, -8.11410)
H (-2.38063, -1.07130, -7.97826)
C (6.98012, 3.73947, 3.93789)
S (6.17112, 2.13676, 3.88166)
O (7.02527, 1.19770, 4.66235)
C (6.49223, 1.80346, 2.15392)
H (6.92797, 4.10141, 4.96269)
H (8.02145, 3.62893, 3.63525)
H (6.45699, 4.43003, 3.27654)
H (7.56904, 1.82501, 1.98095)
H (5.97868, 2.53940, 1.53634)
H (6.10100, 0.81528, 1.92805)

The net charge is 0. For the strongest force on any atom, the calculation gives 0.015 Eh/bohr. The value obtained for the HOMO energy is -8.75 eV. As for the spin multiplicity: 1.

=====

The following is a quantum chemistry calculation of 12 unconnected molecules or ions with the total composition C27H68O12 at a distorted geometry, from the Open Molecules 2025 dataset.

Atoms and positions in Å:
C (14.59217, 10.26245, 16.81189)
C (14.33780, 11.80149, 16.67814)
C (12.91468, 11.91628, 17.20653)
O (12.89315, 11.17029, 18.37017)
C (13.64823, 9.96750, 17.98802)
H (15.65015, 10.02132, 17.07016)
H (14.31218, 9.69356, 15.91736)
H (14.49585, 12.27604, 15.70428)
H (15.02870, 12.35603, 17.25920)
H (12.24436, 11.44628, 16.50220)
H (12.65033, 12.98339, 17.44749)
H (12.92780, 9.18345, 17.66722)
H (14.18947, 9.63213, 18.81549)
C (8.15913, 8.13782, 18.07773)
C (9.59254, 8.33639, 18.58643)
C (10.34135, 7.20869, 17.83826)
O (9.72080, 7.05863, 16.55498)
C (8.31706, 7.37281, 16.73573)
H (7.68701, 9.13987, 17.91848)
H (7.64492, 7.52860, 18.82346)
H (9.67198, 8.42085, 19.63359)
H (10.00982, 9.29392, 18.15711)
H (10.25319, 6.27104, 18.46898)
H (11.39792, 7.33699, 17.74983)
H (7.75500, 6.40601, 16.77319)
H (7.86825, 7.91971, 15.86332)
C (15.42514, 9.61517, 11.46201)
C (16.44953, 9.86336, 12.59650)
C (17.74502, 9.79393, 11.82363)
O (17.46528, 10.43933, 10.52682)
C (16.09819, 10.27489, 10.23189)
H (14.47556, 10.07245, 11.59794)
H (15.25085, 8.57549, 11.31954)
H (16.24168, 9.20261, 13.36707)
H (16.52000, 10.89453, 12.95802)
H (18.13796, 8.82096, 11.53379)
H (18.59762, 10.28220, 12.31735)
H (15.82897, 9.57582, 9.36622)
H (15.68760, 11.24279, 10.01893)
C (11.57372, 6.07374, 13.40520)
C (11.28578, 6.56751, 11.95910)
C (12.01347, 7.94124, 11.84399)
O (12.75524, 8.05711, 13.09497)
C (11.92308, 7.34166, 14.07140)
H (12.48357, 5.44611, 13.37492)
H (10.78129, 5.40398, 13.81624)
H (10.23492, 6.61083, 11.75305)
H (11.79302, 5.87492, 11.28841)
H (11.23585, 8.69324, 11.70526)
H (12.67521, 7.98806, 10.96349)
H (11.02302, 7.92087, 14.36783)
H (12.54208, 7.15301, 14.98393)
C (11.48410, 10.09268, 8.47486)
C (12.70693, 10.31942, 9.29822)
C (13.19051, 11.74336, 8.86440)
O (12.04656, 12.35752, 8.31177)
C (11.50309, 11.25579, 7.53837)
H (10.51518, 10.17079, 9.00139)
H (11.52783, 9.16217, 7.86696)
H (13.43503, 9.55971, 9.29833)
H (12.44090, 10.34214, 10.36886)
H (13.99977, 11.70294, 8.11288)
H (13.53062, 12.41579, 9.67866)
H (12.30162, 11.11583, 6.82260)
H (10.53436, 11.65699, 7.10612)
C (7.92309, 10.26821, 9.23668)
O (8.60815, 11.27800, 10.02624)
H (7.89077, 9.31760, 9.80616)
H (6.90558, 10.55418, 9.03354)
H (8.56285, 10.06098, 8.30606)
H (8.65396, 11.00722, 10.94541)
C (12.69543, 15.70035, 12.06573)
O (12.87572, 14.88633, 10.93284)
H (12.25378, 16.67523, 11.86362)
H (12.03665, 15.08149, 12.67760)
H (13.58292, 15.75321, 12.61833)
H (11.98711, 14.71973, 10.66122)
C (9.89892, 14.74818, 9.00213)
O (10.41460, 13.81719, 9.93356)
H (10.45062, 15.68400, 8.93198)
H (9.90465, 14.41807, 7.96470)
H (8.86269, 14.88746, 9.30596)
H (10.98854, 13.21639, 9.42740)
C (7.67593, 10.58883, 13.55394)
O (8.71786, 10.42510, 12.62356)
H (8.12724, 10.36550, 14.52298)
H (7.31827, 11.58175, 13.55881)
H (6.87122, 9.89093, 13.42565)
H (9.52306, 10.73942, 13.09988)
C (15.97873, 13.30139, 12.40108)
O (14.74201, 13.02502, 11.77427)
H (16.82204, 12.90872, 11.88541)
H (16.13035, 14.33152, 12.65952)
H (15.91230, 12.80138, 13.36744)
H (14.28566, 13.79700, 11.42016)
C (12.04696, 12.14684, 13.28574)
O (10.72866, 11.99671, 13.85613)
H (12.10266, 12.18536, 12.21520)
H (12.60509, 13.00193, 13.74797)
H (12.51462, 11.24907, 13.58055)
H (10.21361, 12.73317, 13.54025)
C (8.37984, 14.75377, 12.50569)
O (9.53708, 13.95188, 12.44360)
H (8.42545, 15.76780, 12.18008)
H (7.58859, 14.32442, 11.85464)
H (8.00609, 14.86821, 13.53391)
H (9.73032, 13.82201, 11.50325)

The net charge is 0. As for the SMILES: C1CCOC1.C1CCOC1.C1CCOC1.C1CCOC1.C1CCOC1.CO.CO.CO.CO.CO.CO.CO. For the strongest force on any atom, the calculation gives 0.069 Eh/bohr. The value obtained for the HOMO energy is -9.19 eV. As for the spin multiplicity: 1.

=====

What is the spin multiplicity in the second record?
1